No. 1
Below is C28H35N5O7S in the gas phase at a distorted geometry, with properties calculated with ωB97M-V with the def2-TZVPD basis set.

Calculated values
orbital gap = 8.347 eV
calculated total energy = -2286.6049 hartree
LUMO = 0.19 eV
multiplicity = 1

Each line ends with the natural charge from an NBO analysis.
Element x y z (Å)
1 C 0.8651 6.4415 -0.4809  -0.2523
2 H 1.9575 6.4337 -0.4095  0.1792
3 O 0.2820 5.5232 0.4113  -0.4711
4 C 0.5898 4.2115 0.2838  0.2971
5 C 1.4238 3.6727 -0.6819  -0.3041
6 C 1.6691 2.3115 -0.7132  -0.1600
7 C 1.0944 1.4555 0.2174  -0.1901
8 C 0.2454 1.9929 1.1941  -0.2361
9 C -0.0135 3.3506 1.2366  0.2651
10 O -0.8015 3.9688 2.1457  -0.4767
11 C -1.5891 3.1813 3.0107  -0.2635
12 H -2.1776 3.8911 3.5891  0.2033
13 H -0.9693 2.5903 3.6940  0.1678
14 H -2.2597 2.5296 2.4433  0.2067
15 H -0.2076 1.3661 1.9458  0.2059
16 C 1.4232 0.0155 0.0699  0.6786
17 O 2.2285 -0.3715 -0.7650  -0.6452
18 N 0.7846 -0.8520 0.9053  -0.6255
19 C 0.6627 -2.2481 0.7171  0.0680
20 C -0.5392 -2.8119 0.4905  -0.1511
21 C -1.7984 -2.1504 0.2954  -0.1506
22 C -2.0771 -0.8130 0.1676  -0.0129
23 N -3.4230 -0.6036 -0.0260  -0.6357
24 C -4.0525 -1.8341 -0.0397  0.1261
25 C -5.3927 -2.1462 -0.2044  -0.2362
26 C -5.7370 -3.4833 -0.1730  -0.2026
27 C -4.7772 -4.4783 0.0181  -0.2239
28 C -3.4448 -4.1668 0.1880  -0.2015
29 C -3.0683 -2.8274 0.1576  -0.0025
30 H -2.7090 -4.9407 0.3423  0.2198
31 H -5.0896 -5.5116 0.0369  0.2161
32 H -6.7715 -3.7659 -0.2964  0.2165
33 H -6.1264 -1.3675 -0.3338  0.2409
34 S -4.0242 0.9600 -0.2689  2.4845
35 O -5.4349 0.9093 -0.1117  -0.9159
36 O -3.2424 1.8075 0.5691  -0.9362
37 N -3.6779 1.3092 -1.8431  -0.6582
38 C -2.2950 1.5919 -2.1447  -0.4311
39 H -2.2462 2.1899 -3.0546  0.2157
40 H -1.8869 2.1676 -1.3174  0.2408
41 H -1.7049 0.6786 -2.2864  0.1910
42 C -4.3745 0.4771 -2.7945  -0.4302
43 H -4.4071 0.9846 -3.7580  0.2163
44 H -5.3869 0.3389 -2.4245  0.2360
45 H -3.8927 -0.5004 -2.9178  0.1918
46 H -1.4529 0.0564 0.1683  0.2347
47 H -0.5520 -3.8916 0.4438  0.2476
48 C 1.8447 -3.1559 0.8612  0.6457
49 O 1.6871 -4.3536 1.0384  -0.6439
50 N 3.0493 -2.5562 0.8437  -0.6214
51 C 4.2736 -3.3210 0.8535  -0.2268
52 H 4.0129 -4.3810 0.8985  0.2357
53 H 4.8525 -3.0579 1.7452  0.1858
54 C 5.0796 -3.0026 -0.4094  -0.2191
55 N 5.3627 -1.5788 -0.4456  -0.4643
56 C 5.2979 -0.9777 -1.7639  -0.2472
57 C 5.4086 0.5383 -1.6064  -0.0764
58 O 6.6070 0.9102 -0.9623  -0.5255
59 C 6.6897 0.3035 0.3043  -0.0711
60 C 6.6099 -1.2202 0.1998  -0.2481
61 H 6.6382 -1.6543 1.2008  0.2028
62 H 7.4819 -1.5903 -0.3712  0.1673
63 H 7.6443 0.6143 0.7331  0.1913
64 H 5.8659 0.6600 0.9418  0.1642
65 H 5.4199 1.0297 -2.5806  0.1890
66 H 4.5458 0.8884 -1.0227  0.1759
67 H 4.3311 -1.2122 -2.2105  0.2201
68 H 6.1079 -1.3396 -2.4228  0.1647
69 H 4.4725 -3.2624 -1.2792  0.2050
70 H 5.9958 -3.6123 -0.4349  0.1801
71 H 3.1407 -1.6388 0.4200  0.4351
72 H 0.0589 -0.4725 1.4964  0.3991
73 H 2.3159 1.8926 -1.4683  0.2389
74 H 1.8912 4.3053 -1.4189  0.2254
75 H 0.5670 6.2433 -1.5157  0.1759
76 H 0.4915 7.4187 -0.1800  0.2050

---

No. 2
Below is C28H35N6SSeV as an isolated structure at a distorted geometry, with properties calculated with ωB97M-V with the def2-TZVPD basis set.

Calculated values
<S²> = 2.0419
orbital gap (alpha / beta) = 7.156 / 7.751 eV
calculated total energy = -5159.7503 hartree
LUMO (alpha / beta) = -6.42 / -6.04 eV
total charge = +2
multiplicity = 3

Each line ends with the Löwdin spin population.
Element x y z (Å)
1 V -0.5162 -1.0744 0.6537  1.9560
2 C 1.3210 -4.0314 1.6180  0.0022
3 C 0.0187 -3.4216 1.1699  0.0014
4 C -0.2998 -3.4248 -0.2118  -0.0009
5 C 0.6414 -4.1030 -1.1607  -0.0005
6 C -1.4997 -2.8367 -0.6539  0.0191
7 C -1.8069 -2.7282 -2.1269  0.0062
8 C -2.4800 -2.4306 0.2938  0.0049
9 C -3.8774 -2.1283 -0.1848  0.0009
10 C -2.1759 -2.4378 1.6738  0.0018
11 C -3.1913 -2.0032 2.7057  0.0009
12 C -0.9025 -2.9082 2.1114  -0.0004
13 C -0.5736 -2.9772 3.5805  0.0006
14 H 2.1641 -3.3852 1.3717  0.0002
15 H 1.4907 -4.9791 1.1122  0.0003
16 H 1.3436 -4.2144 2.6848  0.0000
17 H 0.3237 -4.0329 -2.1956  0.0001
18 H 0.6857 -5.1656 -0.9072  -0.0006
19 H 1.6521 -3.7051 -1.0723  -0.0001
20 H -2.2594 -3.6486 -2.5049  0.0017
21 H -0.9035 -2.5482 -2.7054  0.0005
22 H -2.4997 -1.9156 -2.3258  0.0003
23 H -4.0490 -1.0630 -0.3501  0.0001
24 H -4.6052 -2.4704 0.5426  0.0002
25 H -4.0847 -2.6523 -1.1114  0.0000
26 H -4.1222 -1.6777 2.2585  0.0001
27 H -2.8071 -1.1786 3.3021  -0.0006
28 H -3.4131 -2.8277 3.3866  -0.0002
29 H -0.5628 -4.0235 3.8977  -0.0004
30 H -1.2966 -2.4500 4.1904  0.0001
31 H 0.4040 -2.5538 3.7900  -0.0002
32 N -2.3068 1.5320 -2.0659  0.0097
33 C -3.0275 1.8740 -0.9371  0.0006
34 C -2.4648 1.1755 0.0748  0.0097
35 N -1.3976 0.4191 -0.4262  0.0137
36 C -1.3517 0.6606 -1.7245  0.0196
37 H -2.4697 1.8897 -2.9921  0.0002
38 H -3.8508 2.5733 -0.9551  0.0000
39 H -2.7173 1.1851 1.1226  0.0001
40 H -0.6371 0.2550 -2.4163  0.0008
41 C 3.5710 1.8293 0.0579  0.0003
42 N 3.1144 1.3525 -1.2608  -0.0028
43 C 2.2944 0.3263 -1.4619  0.0144
44 Se 1.7278 -0.8718 -0.1354  0.0127
45 N 2.1501 0.1682 -2.7847  -0.0003
46 C 2.9080 1.1230 -3.4757  -0.0004
47 C 3.1062 1.3592 -4.8295  0.0000
48 C 3.9628 2.3924 -5.1526  -0.0010
49 C 4.5940 3.1607 -4.1597  -0.0006
50 C 4.3881 2.9184 -2.8161  -0.0003
51 C 3.5252 1.8772 -2.4996  -0.0003
52 H 2.7636 1.7141 0.7726  0.0001
53 H 3.8429 2.8785 -0.0294  0.0000
54 H 4.4381 1.2591 0.3840  -0.0001
55 H 1.6504 -0.6004 -3.1910  0.0000
56 H 2.6219 0.7626 -5.5943  0.0000
57 H 4.1585 2.6125 -6.1961  0.0000
58 H 5.2626 3.9602 -4.4553  0.0000
59 H 4.8842 3.5095 -2.0547  0.0000
60 C -1.6874 4.6736 4.1058  0.0005
61 C -0.8331 3.8765 3.1684  0.0015
62 C 0.0426 4.4778 2.2736  -0.0063
63 C 0.7313 3.6583 1.4095  0.0010
64 N 0.6163 2.3232 1.4211  -0.0051
65 C -0.2091 1.8408 2.3472  0.0108
66 S -0.3944 0.0671 2.5262  -0.0674
67 N -0.9547 2.5388 3.1985  -0.0050
68 H -1.2305 5.6321 4.3519  0.0001
69 H -1.8743 4.1058 5.0133  0.0001
70 H -2.6537 4.8747 3.6338  0.0002
71 H 0.1787 5.5525 2.2507  -0.0003
72 H 1.4089 4.0802 0.6698  0.0002

---

No. 3
Below is C28H36As2BeSi as an isolated structure at a distorted geometry, with properties calculated with ωB97M-V with the def2-TZVPD basis set.

Calculated values
orbital gap (alpha / beta) = 5.718 / 5.715 eV
calculated total energy = -5864.1000 hartree
LUMO (alpha / beta) = 0.36 / 0.36 eV
relative energy (zero: lowest compared OMol25 entry of this formula, charge and spin) = 0.000 eV
multiplicity = 1

Each line ends with the natural charge from an NBO analysis.
Element x y z (Å)
1 C -0.1244 3.1827 0.3027  -0.3969
2 C -0.8990 4.1625 -0.3588  -0.3694
3 C -2.2301 4.0488 0.0797  -0.4449
4 H -0.5394 4.9089 -1.0585  0.2562
5 C -2.3072 3.0126 1.0484  -0.4228
6 C -0.9964 2.4415 1.1563  -0.4613
7 H -0.7223 1.6426 1.8520  0.2747
8 H 0.9347 2.9918 0.1860  0.2612
9 H -3.0427 4.7038 -0.1937  0.2529
10 H -3.2184 2.6793 1.5765  0.2600
11 Be -1.6431 2.4148 -0.5765  1.6216
12 C -2.6659 -0.8743 -1.9196  -0.8410
13 H -2.1478 -1.4030 -1.0205  0.1566
14 H -2.7213 -1.5688 -2.7879  0.1992
15 H -3.6309 -0.3176 -1.6900  0.1727
16 Si 0.4896 -0.9162 -3.8368  1.1844
17 C 1.8457 -1.1332 -2.6341  -0.4745
18 C 2.3387 -0.0196 -1.9607  -0.1933
19 H 1.8399 0.9280 -1.9701  0.2203
20 C 3.5656 -0.1000 -1.2901  -0.2304
21 H 3.8924 0.7736 -0.7047  0.2123
22 C 4.3664 -1.2143 -1.5036  -0.1779
23 H 5.3876 -1.2177 -1.1168  0.2064
24 C 3.8875 -2.3190 -2.2223  -0.2366
25 H 4.5462 -3.1351 -2.4895  0.2147
26 C 2.5565 -2.3497 -2.6411  -0.1926
27 H 2.0627 -3.2434 -3.0458  0.2161
28 C -0.4080 0.6486 -3.4305  -0.5102
29 C -0.1419 1.6604 -4.3424  -0.1543
30 H 0.5561 1.4368 -5.1471  0.2087
31 C -0.7688 2.9328 -4.2670  -0.3564
32 H -0.4206 3.7168 -4.9560  0.2104
33 C -1.8506 3.1216 -3.4133  -0.1198
34 H -2.4637 4.0336 -3.4435  0.2120
35 C -2.2223 2.0466 -2.5277  -0.6751
36 H -3.2044 2.0627 -1.9903  0.2431
37 C -1.3666 0.8976 -2.4171  -0.2052
38 H -1.1814 0.4079 -1.4610  0.2181
39 H -0.5565 -1.9508 -3.7861  -0.1668
40 H 1.1993 -0.8507 -5.1013  -0.1741
41 C 3.5751 -0.1058 2.4688  -0.9663
42 As 1.9179 -0.4838 1.5161  0.8910
43 C 2.2165 -2.4151 1.3134  -0.9385
44 C 0.6837 -0.5668 3.0909  -0.3724
45 C 1.0560 -0.2365 4.3891  -0.2286
46 C 0.0985 -0.3286 5.4136  -0.2131
47 C -1.1915 -0.7839 5.1924  -0.2073
48 C -1.5675 -1.1567 3.9082  -0.2595
49 C -0.6457 -1.0142 2.8775  -0.2253
50 As -1.2514 -1.6220 1.0717  0.8489
51 C -3.1249 -1.0443 1.2333  -0.9582
52 C -1.4385 -3.5184 1.5495  -0.9417
53 H 4.3319 0.1413 1.7159  0.2296
54 H 3.8820 -0.9896 3.0362  0.2181
55 H 3.4116 0.7543 3.1255  0.2243
56 H 3.1037 -2.6751 1.9018  0.2172
57 H 1.3428 -2.9894 1.6442  0.2254
58 H 2.4034 -2.5901 0.2471  0.2391
59 H 2.0649 0.0995 4.6290  0.2119
60 H 0.3885 -0.0223 6.4104  0.2094
61 H -1.8926 -0.8415 6.0122  0.2112
62 H -2.5699 -1.5394 3.7574  0.2111
63 H -3.1728 -0.1227 1.8226  0.2196
64 H -3.5139 -0.8650 0.2302  0.2569
65 H -3.6580 -1.8845 1.6847  0.2133
66 H -0.8082 -3.7231 2.4192  0.2326
67 H -2.5035 -3.6209 1.7683  0.2191
68 H -1.1333 -4.0986 0.6739  0.2339